No. 1
{"formula": "C26H32BrN2O2", "method": "ωB97M-V with the def2-TZVPD basis set", "elements": ["C", "C", "C", "C", "C", "C", "C", "C", "C", "C", "O", "C", "O", "C", "N", "C", "C", "C", "C", "C", "Br", "C", "C", "N", "C", "C", "C", "C", "C", "C", "C", "H", "H", "H", "H", "H", "H", "H", "H", "H", "H", "H", "H", "H", "H", "H", "H", "H", "H", "H", "H", "H", "H", "H", "H", "H", "H", "H", "H", "H", "H", "H", "H"], "positions_angstrom": [[-3.938, 1.081, -1.708], [-2.644, 1.885, -1.593], [-2.835, 3.273, -2.202], [-2.108, 1.995, -0.149], [-3.163, 2.433, 0.870], [-2.539, 2.636, 2.247], [-1.914, 1.337, 2.752], [-1.263, 1.526, 4.119], [-0.880, 0.850, 1.736], [-1.498, 0.680, 0.352], [-0.522, 0.120, -0.572], [0.524, 0.824, -0.942], [0.864, 1.908, -0.563], [1.314, 0.056, -2.029], [1.700, -1.269, -1.617], [2.240, -1.619, -0.436], [2.527, -0.706, 0.662], [2.049, -1.001, 1.944], [2.251, -0.118, 2.984], [2.939, 1.067, 2.755], [3.166, 2.300, 4.173], [3.455, 1.354, 1.497], [3.247, 0.473, 0.457], [2.435, -2.946, -0.402], [3.068, -3.711, 0.641], [2.000, -3.483, -1.596], [1.977, -4.790, -2.065], [1.469, -4.987, -3.333], [1.000, -3.924, -4.109], [1.021, -2.622, -3.649], [1.528, -2.412, -2.373], [-4.190, 0.944, -2.757], [-4.762, 1.606, -1.233], [-3.840, 0.098, -1.254], [-1.876, 1.371, -2.186], [-1.913, 3.847, -2.153], [-3.612, 3.823, -1.678], [-3.130, 3.187, -3.244], [-1.313, 2.747, -0.153], [-3.618, 3.365, 0.538], [-3.947, 1.678, 0.943], [-3.303, 2.971, 2.949], [-1.771, 3.410, 2.194], [-2.702, 0.580, 2.838], [-0.459, 2.256, 4.061], [-1.995, 1.881, 4.839], [-0.854, 0.586, 4.484], [-0.462, -0.107, 2.059], [-0.066, 1.576, 1.676], [-2.263, -0.102, 0.380], [0.663, -0.039, -2.901], [2.186, 0.656, -2.306], [1.482, -1.903, 2.116], [1.864, -0.335, 3.967], [4.002, 2.268, 1.332], [3.664, 0.697, -0.511], [3.578, -3.045, 1.334], [2.330, -4.304, 1.183], [3.797, -4.387, 0.194], [2.335, -5.613, -1.469], [1.431, -5.986, -3.737], [0.613, -4.127, -5.094], [0.659, -1.814, -4.263]], "lowdin_charge": [-0.058, -0.381, -0.059, -0.249, -0.138, -0.155, -0.367, -0.060, -0.106, -0.212, 0.055, -0.494, 0.144, 0.021, 0.076, -0.102, -0.148, -0.033, -0.108, -0.656, 0.800, -0.085, -0.007, 0.020, 0.024, -0.127, 0.014, -0.052, -0.051, 0.017, -0.113, 0.083, 0.082, 0.076, 0.126, 0.082, 0.078, 0.081, 0.141, 0.121, 0.122, 0.122, 0.130, 0.148, 0.075, 0.082, 0.074, 0.112, 0.126, 0.161, 0.139, 0.146, 0.128, 0.112, 0.117, 0.129, 0.102, 0.115, 0.111, 0.119, 0.116, 0.116, 0.117], "smiles": "CC(C)[C@H]1CC[C@H](C)C[C@@H]1OC(=O)Cn1c(-c2ccc(Br)cc2)[n+](C)c2ccccc21", "total_charge": 1, "homo_ev": -12.1, "lumo_energy_ev": -3.378, "energy_ha": -3843.8064, "homo_lumo_gap_ev": 8.674, "spin_multiplicity": 1, "de_lowest_ev": 0.233}


No. 2
{"formula": "C4H6N2O", "method": "ωB97M-V with the def2-TZVPD basis set", "elements": ["C", "C", "C", "C", "N", "N", "O", "H", "H", "H", "H", "H", "H"], "positions_angstrom": [[-1.936, -0.195, -0.045], [2.183, 1.504, 0.431], [-0.823, -0.497, 0.979], [-0.042, 0.398, 0.113], [1.062, 1.016, 0.154], [-1.134, 0.633, -0.690], [-3.058, -0.603, -0.274], [3.071, 0.971, 0.351], [1.473, -1.503, -0.980], [-0.862, -0.274, 2.154], [-0.561, -1.551, 0.825], [1.895, -1.072, -1.439], [-1.266, 1.173, -1.580]], "lowdin_charge": [-0.484, 0.049, 0.008, -0.387, 0.013, 0.175, 0.078, -0.019, 0.038, 0.174, 0.111, 0.047, 0.198], "total_charge": 0, "homo_ev": -7.7, "lumo_energy_ev": 0.618, "energy_ha": -340.6009, "homo_lumo_gap_ev": 8.286, "spin_multiplicity": 1, "de_lowest_ev": 5.278}


No. 3
{"formula": "C6H15N", "method": "ωB97M-V with the def2-TZVPD basis set", "elements": ["C", "C", "C", "N", "C", "C", "C", "H", "H", "H", "H", "H", "H", "H", "H", "H", "H", "H", "H", "H", "H", "H"], "positions_angstrom": [[0.072, -1.588, 1.609], [-1.283, -2.117, 1.232], [0.953, -0.933, 0.708], [0.672, -0.453, -0.465], [-1.215, 0.041, -1.930], [-0.524, 0.352, -0.588], [-0.326, 1.865, -0.410], [2.028, -1.117, 0.873], [0.423, -1.823, 2.603], [-1.359, -2.127, 0.149], [-2.097, -1.480, 1.572], [-1.318, -3.123, 1.656], [4.791, 2.897, -0.218], [5.199, 3.206, -0.755], [0.148, -0.364, 1.655], [-2.057, 0.690, -2.113], [-1.578, -0.989, -1.953], [-0.438, 0.129, -2.697], [-1.343, 0.109, 0.114], [-0.752, 2.302, 0.499], [-0.741, 2.477, -1.206], [0.745, 2.048, -0.335]], "lowdin_charge": [-0.181, -0.079, -0.284, 0.039, -0.077, -0.509, -0.060, 0.126, 0.112, 0.066, 0.078, 0.083, -0.001, 0.001, 0.174, 0.066, 0.063, 0.079, 0.101, 0.069, 0.066, 0.069], "total_charge": 0, "homo_ev": -8.0, "lumo_energy_ev": 0.902, "energy_ha": -292.2006, "homo_lumo_gap_ev": 8.892, "spin_multiplicity": 1, "de_lowest_ev": 4.582}


Which formula does entry 1 have? C26H32BrN2O2